[1]
ORCA calculation (ωB97M-V/def2-TZVPD) on an isolated ion of composition C22H28NO2 and charge +1 in a non-equilibrium geometry.

XYZ file:
```
53
Properties=species:S:1:pos:R:3:forces:R:3:mulliken_charge:R:1
C -7.22116 0.99738 2.21147 0.9 0.5 -0.4 -0.806
O -6.09076 1.87590 1.90351 -0.3 -0.9 -0.4 -0.404
C -5.04378 1.33729 1.24013 0.6 -0.8 0.2 0.920
C -3.92502 2.17902 1.03055 -0.3 -0.3 0.1 -0.827
C -2.74240 1.64349 0.55486 -0.1 -0.4 -0.1 -0.456
C -2.57899 0.26641 0.28408 -1.0 1.3 0.2 0.116
C -1.27030 -0.18113 -0.18164 1.4 -0.6 0.4 0.260
O -1.33778 -1.49891 -0.47651 1.0 0.0 -1.3 -0.500
C -0.26588 -2.05350 -1.18381 -1.4 0.9 0.1 0.969
C 0.91693 -1.35158 -1.48371 0.2 -0.1 -0.1 -0.317
C 1.82934 -2.08597 -2.25892 0.2 -0.1 0.1 -0.428
C 1.49840 -3.32343 -2.79540 0.3 -0.4 -0.2 -0.979
C 0.24672 -3.92119 -2.58015 0.0 0.5 0.0 -0.437
C -0.64557 -3.28198 -1.74134 1.0 0.3 -0.5 -0.672
C 1.13021 0.13378 -1.11024 -1.1 -0.2 1.0 1.341
C -0.05867 0.49576 -0.24907 -1.0 0.3 -0.2 -1.101
C -3.75821 -0.52660 0.34842 0.5 -0.2 -0.2 -0.449
C -4.96400 -0.03393 0.82177 -0.3 1.4 0.6 -0.682
H -7.90126 1.65485 2.73155 -0.2 -0.1 0.1 0.244
H -7.66719 0.61256 1.28680 0.0 0.1 0.2 0.330
H -6.89787 0.16851 2.85236 -0.1 0.2 -0.1 0.359
H -4.00340 3.23334 1.29515 0.0 -0.3 -0.1 0.396
H -1.89977 2.28569 0.32257 -0.2 0.2 0.3 0.320
H 2.84749 -1.69437 -2.38258 -0.4 -0.1 -0.4 0.329
H 2.20168 -3.84475 -3.44561 0.0 0.2 0.3 0.396
H -0.06397 -4.81393 -3.12667 0.3 0.2 0.3 0.405
H -1.66842 -3.61390 -1.65461 0.0 -0.1 0.4 0.461
H 1.36337 0.81774 -2.05250 -0.5 -1.5 2.1 0.373
H 0.01879 1.39740 0.35049 -0.3 0.3 -0.6 0.225
H -3.78445 -1.54998 -0.02415 0.4 0.2 0.3 0.387
H -5.85627 -0.66896 0.93374 0.7 0.2 -0.3 0.343
C 3.43581 4.06363 -1.01629 0.0 0.6 -0.2 -1.343
C 3.25645 2.56867 -1.28458 -0.5 0.1 0.6 -0.037
C 2.84758 1.87262 0.01310 0.2 0.0 -0.1 -0.795
N 2.48281 0.41765 -0.16549 -0.1 -0.2 -1.0 0.020
C 2.64302 -0.26761 1.16552 0.0 0.0 -0.4 -0.749
C 3.00138 -1.73974 1.01336 -0.7 0.4 0.3 0.207
C 3.13586 -2.34326 2.40419 0.0 -0.5 0.4 -1.448
H 3.62420 4.58895 -1.96758 0.1 -0.2 0.4 0.389
H 2.53205 4.54056 -0.57523 0.5 -0.5 -0.2 0.339
H 4.29219 4.25575 -0.34085 -0.4 -0.1 -0.3 0.347
H 2.47703 2.40363 -2.02849 0.2 0.2 -0.2 0.288
H 4.20337 2.13241 -1.63105 -0.3 0.0 -0.1 0.290
H 3.71943 1.92361 0.69250 -0.5 -0.2 -0.2 0.398
H 1.99714 2.32071 0.54493 0.2 0.1 -0.4 0.356
H 3.10624 -0.00813 -0.83678 1.0 0.0 0.2 0.336
H 3.46683 0.23363 1.69227 -0.3 0.0 -0.2 0.439
H 1.72167 -0.04643 1.71587 0.1 -0.4 0.0 0.373
H 2.19569 -2.21465 0.45156 0.3 -0.3 0.1 0.060
H 3.94506 -1.82773 0.45143 -0.3 0.0 0.1 0.318
H 3.29340 -3.42906 2.31633 0.1 0.4 0.2 0.402
H 3.99460 -1.90245 2.94633 -0.4 -0.3 -0.2 0.358
H 2.22040 -2.19775 3.01841 0.5 0.0 -0.4 0.336
```
Positions in Å, forces in eV/Å.

## Properties
Charge: +1
Highest occupied orbital energy (eV): -10.596
Orbital gap (eV): 8.09
Total energy (Eh): -1060.05772
ΔE to the lowest compared entry with this formula, charge and spin (kJ/mol): 63.7

***

[2]
ORCA calculation (ωB97M-V/def2-TZVPD) on C20H14N2O3 in the gas phase in a non-equilibrium geometry.

XYZ file:
```
39
Properties=species:S:1:pos:R:3:forces:R:3:mulliken_charge:R:1
C -3.24713 -2.58754 0.27203 0.9 -1.8 0.2 -0.589
H -3.86460 -2.86591 -0.59691 -0.8 -0.2 0.8 0.350
O -3.68946 -1.52523 1.03464 -0.4 -1.1 2.5 -0.477
C -4.13060 -0.45232 0.44358 -3.2 2.1 -2.7 0.556
C -5.50491 -0.30120 0.13167 3.4 5.0 -0.3 -0.881
C -5.96662 0.98969 -0.23536 -0.5 -1.9 0.3 -0.419
C -5.04109 1.86387 -0.52839 4.2 7.4 -5.2 -0.346
C -3.63456 1.73114 -0.63425 -5.4 -6.4 3.9 -0.950
C -3.26459 0.53803 -0.01363 3.3 -1.4 1.2 0.511
C -1.76778 0.19655 0.31294 -1.7 5.5 -3.0 -0.600
N -0.97687 1.09473 -0.28618 -2.5 -3.6 1.0 -0.982
N 0.31169 0.67570 -0.21336 1.4 -2.3 -1.0 0.574
C 1.26407 1.50953 -0.03882 -2.6 14.2 2.3 -0.072
O 0.78651 2.88380 0.24059 2.5 -7.2 -1.5 -0.717
C 2.67486 1.39552 0.00824 -0.4 2.0 2.6 0.639
C 3.50084 2.41830 0.45704 3.1 -1.3 -2.9 -0.658
C 4.98192 2.04195 0.44713 -4.7 14.1 1.8 -0.289
C 5.39381 0.87507 0.34531 11.9 1.0 1.0 -0.313
C 4.66053 -0.05235 -0.00031 -11.0 -11.0 1.1 0.557
C 4.98110 -1.44037 0.04144 -2.0 -1.5 -3.0 -0.731
C 4.07912 -2.52030 -0.36268 -3.2 10.5 4.1 -0.932
C 2.63363 -2.17047 -0.18086 2.9 -6.4 -3.4 0.079
C 2.26401 -0.86576 -0.14664 -2.6 -1.2 -0.9 0.684
C 3.09931 0.14252 0.17312 6.7 -1.7 -3.2 0.456
C 0.81857 -0.57087 -0.51500 -2.1 -5.8 3.6 -0.052
O 0.09608 -1.60272 -0.49386 0.7 2.9 -1.5 -0.595
H 2.05956 -3.25518 -0.49347 0.5 4.0 1.1 0.188
H 4.52108 -3.36669 -0.41013 2.0 -6.1 -0.5 0.552
H 5.99308 -1.71624 0.08584 1.5 -0.2 0.1 0.401
H 6.52749 0.69875 0.38347 -1.5 0.2 -0.1 0.249
H 5.63572 3.14082 0.49709 -1.4 -3.8 0.2 0.170
H 3.15022 3.42672 0.30634 0.1 0.2 0.7 0.436
H -1.55041 -0.48508 1.08475 0.7 -1.0 0.4 0.781
H -2.86823 2.28363 -0.82267 3.8 4.3 -1.8 0.878
H -5.28446 2.85748 -1.14450 -0.4 -1.8 1.9 0.177
H -6.91907 1.49879 -0.38243 -0.6 -1.6 0.4 0.349
H -6.23976 -0.84113 0.42740 -4.1 -4.7 1.9 0.587
H -3.09430 -3.43911 1.07260 0.1 1.5 -2.2 0.192
H -2.38874 -2.20413 -0.26578 1.2 -0.7 0.2 0.239
```
Positions in Å, forces in eV/Å.

## Properties
Highest occupied orbital energy (eV): -8.731
Orbital gap (eV): 7.59
Total energy (Eh): -1105.32329
ΔE to the lowest compared entry with this formula, charge and spin (kJ/mol): 1116.1

***

[3]
ORCA calculation (ωB97M-V/def2-TZVPD) on C23H35I2MgN3O4PSSeSi as an isolated structure.

XYZ file:
```
72
Properties=species:S:1:pos:R:3:forces:R:3:mulliken_charge:R:1
Mg 0.15423 1.37141 1.36431 0.1 0.1 0.0 0.676
I -4.39010 -2.43507 5.37518 0.0 0.0 0.0 0.009
C -2.68140 -1.64716 4.46140 0.0 0.0 0.0 -0.368
C -1.69368 -1.06630 5.23897 0.0 0.0 0.0 -0.210
C -0.57265 -0.54378 4.61837 0.0 0.0 0.0 -0.001
I 0.92728 0.35114 5.75915 0.0 0.0 0.0 -0.045
C -0.39211 -0.57019 3.22300 0.0 0.0 0.0 -0.564
O 0.65130 -0.04194 2.64440 0.0 0.0 0.0 0.104
C -1.41604 -1.19737 2.46440 0.0 0.0 0.0 0.732
C -1.19685 -1.35855 0.98335 0.0 0.0 0.0 -0.772
N -0.97259 -0.09009 0.27303 0.0 0.0 0.0 1.100
C -2.18820 0.58407 -0.18082 0.0 0.0 0.0 -1.267
C -1.79519 1.89970 -0.80600 0.0 0.0 0.0 0.451
C -2.52923 2.47743 -1.82977 0.0 0.0 0.0 -0.661
C -2.11280 3.68667 -2.34926 0.0 0.0 0.0 -0.548
C -0.97763 4.29151 -1.83075 0.0 0.0 0.0 -0.955
C -0.30880 3.65306 -0.80908 0.0 0.0 0.0 -0.624
N -0.69895 2.47924 -0.31179 0.0 0.0 0.0 0.922
C -2.54090 -1.71472 3.08259 0.0 0.0 0.0 -0.801
H -1.79505 -1.01182 6.31380 0.0 0.0 0.0 0.373
H -2.02935 -1.91386 0.53653 0.0 0.0 0.0 0.362
H -0.29429 -1.95338 0.82999 0.0 0.0 0.0 -0.030
H -0.44658 -0.29219 -0.59554 0.0 0.0 0.0 -0.920
H -2.84036 0.77183 0.67971 0.0 0.0 0.0 0.443
H -2.73524 -0.01862 -0.91275 0.0 0.0 0.0 0.448
H -3.39423 1.96193 -2.22353 0.0 0.0 0.0 0.479
H -2.66303 4.15247 -3.15645 0.0 0.0 0.0 0.397
H -0.62159 5.24149 -2.20250 0.0 0.0 0.0 0.459
H 0.57049 4.09315 -0.35502 0.0 0.0 0.0 0.423
H -3.30766 -2.18592 2.47892 0.0 0.0 0.0 0.411
C 1.00798 -3.11842 -1.47081 0.0 0.0 0.0 -0.443
Si 1.09220 -2.11087 -3.06965 0.0 0.0 0.0 0.469
C 0.54191 -3.26955 -4.45449 0.0 0.0 0.0 -1.084
C 2.94015 -1.82148 -3.35967 0.0 0.0 0.0 -1.017
Se -0.11619 -0.25344 -3.01966 0.0 0.0 0.0 -0.562
H 1.59557 -4.03864 -1.55074 0.0 0.0 0.0 0.470
H -0.02295 -3.38964 -1.23198 0.0 0.0 0.0 0.231
H 1.40821 -2.53346 -0.63731 0.0 0.0 0.0 -0.367
H 1.14146 -4.18544 -4.47227 0.0 0.0 0.0 0.286
H 0.63838 -2.77335 -5.42263 0.0 0.0 0.0 0.252
H -0.50747 -3.54379 -4.32761 0.0 0.0 0.0 0.249
H 3.45575 -2.77717 -3.50010 0.0 0.0 0.0 0.406
H 3.41149 -1.31307 -2.51462 0.0 0.0 0.0 0.245
H 3.10214 -1.21151 -4.25138 0.0 0.0 0.0 0.227
S -0.71005 2.94748 3.09773 0.0 0.0 0.0 -0.405
C -1.70565 3.94895 2.18346 0.0 0.0 0.0 0.541
N -2.39125 4.64926 1.56470 0.0 0.0 0.0 -0.679
C 3.20222 2.99909 -2.28706 0.0 0.0 0.0 -0.826
C 3.36448 1.49674 -2.27832 0.0 0.0 0.0 0.109
O 3.80972 1.04275 -0.97599 0.0 0.0 0.0 -0.506
P 2.71430 0.33085 -0.02804 0.0 0.0 0.0 1.389
O 3.79480 -0.26609 1.01415 0.0 0.0 0.0 -0.646
C 3.38199 -1.37092 1.84628 0.0 0.0 0.0 0.394
C 4.17624 -2.60108 1.47381 0.0 0.0 0.0 -1.434
O 2.15169 1.67172 0.83433 0.0 0.0 0.0 -0.296
C 3.05434 2.42619 1.68957 0.0 0.0 0.0 -0.323
C 2.76050 3.90211 1.56555 0.0 0.0 0.0 -1.163
H 2.93356 3.33179 -3.29114 0.0 0.0 0.0 0.447
H 4.12703 3.49523 -1.98661 0.0 0.0 0.0 0.323
H 2.40378 3.30086 -1.60911 0.0 0.0 0.0 -0.205
H 4.13417 1.17778 -2.98122 0.0 0.0 0.0 0.347
H 2.42567 1.00330 -2.54967 0.0 0.0 0.0 -0.136
H 2.30807 -1.53581 1.74127 0.0 0.0 0.0 -0.263
H 3.55311 -1.06925 2.87968 0.0 0.0 0.0 0.366
H 3.96100 -2.89885 0.44628 0.0 0.0 0.0 0.242
H 3.91259 -3.42835 2.13518 0.0 0.0 0.0 0.403
H 5.24635 -2.41021 1.56172 0.0 0.0 0.0 0.356
H 4.07587 2.19847 1.38918 0.0 0.0 0.0 0.505
H 2.90066 2.06975 2.70970 0.0 0.0 0.0 0.162
H 2.93340 4.24438 0.54448 0.0 0.0 0.0 0.251
H 3.42386 4.45916 2.22997 0.0 0.0 0.0 0.439
H 1.73277 4.12204 1.85911 0.0 0.0 0.0 0.224
```
Positions in Å, forces in eV/Å.

## Properties
Charge: -1
Highest occupied orbital energy (eV): -4.540
Orbital gap (eV): 6.68
Total energy (Eh): -5588.97758
ΔE to the lowest compared entry with this formula, charge and spin (kJ/mol): 0.0

***

[4]
ORCA calculation (ωB97M-V/def2-TZVPD) on a 2-piece molecular cluster, CH6NO2 overall in a non-equilibrium geometry.

XYZ file:
```
10
Properties=species:S:1:pos:R:3:forces:R:3:mulliken_charge:R:1
C -2.12979 0.05963 -0.30107 3.6 2.2 -2.9 0.255
N 2.35046 -0.04140 0.02127 -1.0 1.1 -2.5 -0.573
O -3.13413 -0.18909 0.43462 -1.5 -1.2 3.0 -0.350
O -0.92928 0.32517 -0.09268 -2.1 -1.2 0.9 -0.556
H -2.46921 0.19295 -1.36030 0.0 -0.4 0.7 0.279
H 2.97832 -0.37069 0.76032 0.1 0.2 -0.4 0.376
H 2.76371 0.67515 -0.65175 0.4 -1.3 1.1 0.405
H 2.02791 -0.84625 -0.64735 0.1 1.7 2.0 0.405
H -3.04960 -0.39096 1.41746 0.5 0.6 -1.6 0.373
H 1.59161 0.58549 0.41948 0.1 -1.7 -0.3 0.386
```
Positions in Å, forces in eV/Å.

## Properties
Charge: +1
Highest occupied orbital energy (eV): -14.258
Orbital gap (eV): 10.00
Total energy (Eh): -246.66783
ΔE to the lowest compared entry with this formula, charge and spin (kJ/mol): 94.3

***

[5]
ORCA calculation (ωB97M-V/def2-TZVPD) on C14H17BF6N6ORu as an isolated structure in a non-equilibrium geometry.

XYZ file:
```
46
Properties=species:S:1:pos:R:3:forces:R:3:mulliken_charge:R:1
H -0.30924 3.04311 0.91426 0.2 -0.2 -0.4 0.554
N 0.19156 1.58683 -0.58546 0.2 -0.1 0.0 0.594
B 0.88525 0.47656 -2.76365 0.0 0.6 0.0 -0.102
N 0.80292 1.69668 -1.81864 -0.3 0.0 0.5 -0.133
C 1.17136 2.96884 -2.02940 -0.3 -0.7 0.4 0.030
Ru -0.33464 -0.42310 0.01523 -0.4 2.6 1.2 0.245
H 1.67756 3.20830 -2.95630 -0.1 0.2 0.2 0.483
C 0.79710 3.71357 -0.91858 -0.2 -0.1 0.4 -1.368
H 0.93346 4.76764 -0.78381 0.0 0.2 0.1 0.438
C 0.18197 2.82404 -0.03068 0.2 0.3 -1.0 -0.222
H 1.32298 0.77614 -3.83865 0.0 -0.1 0.3 0.000
C -1.60991 -2.72440 0.93373 -0.4 -0.3 0.3 -0.915
H -2.02399 -2.21611 1.80681 0.1 0.1 -0.3 0.305
H -0.90149 -3.48569 1.28153 0.0 0.4 -0.3 0.333
H -2.40752 -3.18744 0.34624 0.3 0.2 -0.1 0.366
N -0.54879 -0.06248 -2.89820 -0.5 -0.1 0.9 0.289
N 1.73348 -0.59659 -2.06616 0.1 -0.6 0.6 0.111
N -1.23861 -0.42681 -1.74301 0.1 -0.3 -1.5 0.191
N 1.33527 -1.13654 -0.83721 1.7 -0.5 -1.2 0.203
C -1.34268 -0.20881 -3.95913 0.7 0.0 0.7 0.088
C 2.89198 -1.14632 -2.44285 -1.1 0.6 0.1 0.044
H -0.97676 0.06006 -4.94221 -0.1 -0.1 0.1 0.492
H 3.36499 -0.80585 -3.35705 0.0 -0.2 0.1 0.489
C -2.55227 -0.72717 -3.53215 -0.7 -0.2 0.9 -1.102
C 3.26348 -2.09488 -1.50440 -0.6 -0.5 1.4 -1.140
C -2.47623 -0.85529 -2.14391 0.5 0.4 -0.9 -0.423
C 2.28635 -2.06056 -0.49476 0.8 0.3 -1.3 -0.301
H -3.38765 -0.96908 -4.15448 -0.3 -0.1 -0.1 0.453
H 4.12142 -2.73223 -1.56647 0.2 -0.1 0.1 0.443
H -3.22280 -1.19400 -1.43995 0.1 0.0 0.0 0.560
H 2.20341 -2.65132 0.40687 0.0 0.1 0.0 0.548
H -1.03327 -2.00031 0.24216 -1.0 -2.0 0.3 0.630
C 0.86282 1.28634 3.05047 0.1 0.0 -0.3 -1.618
C -0.24501 0.24958 2.98621 -0.7 0.1 1.6 1.005
O -0.03546 -0.62919 1.92600 0.3 0.4 -1.8 -0.511
C -0.22148 -0.62529 4.31337 0.3 -0.5 1.3 0.528
F -0.34670 0.16016 5.42489 -0.1 -0.7 -1.6 -0.224
F -1.18562 -1.57781 4.35426 0.8 0.9 -0.3 -0.208
F 0.97301 -1.27081 4.41541 -1.0 0.7 -0.4 -0.232
C -1.65482 0.93657 2.87055 -1.2 0.6 0.6 0.521
F -1.76795 2.05805 3.62952 0.4 -1.5 -0.9 -0.239
F -1.87179 1.33052 1.56405 0.4 -0.4 0.3 -0.155
F -2.68325 0.11390 3.17176 1.0 0.7 -0.3 -0.238
H 1.80974 0.73968 3.13602 -0.2 0.3 0.0 0.453
H 0.71849 1.95347 3.90569 0.1 -0.2 -0.2 0.416
H 0.84929 1.85802 2.11208 0.2 -0.2 0.5 0.318
```
Positions in Å, forces in eV/Å.

## Properties
Charge: +2
Spin multiplicity: 5
Highest occupied orbital energy (spin up / spin down) (eV): -16.302 / -16.091
Orbital gap (spin up / spin down) (eV): 7.38 / 5.48
Total energy (Eh): -1665.76275
⟨S²⟩: 6.025

***

[6]
ORCA calculation (ωB97M-V/def2-TZVPD) on a 2-piece molecular cluster, C9H11NO3S overall in a non-equilibrium geometry.

XYZ file:
```
25
Properties=species:S:1:pos:R:3:forces:R:3:mulliken_charge:R:1
C 3.17837 -0.65547 -1.49049 -2.3 1.8 3.1 -0.592
C 2.85154 -1.75037 -0.74509 -1.0 -0.7 1.3 -0.518
C 2.57608 0.59824 -1.10857 0.9 -1.5 -2.1 -0.471
C 1.74567 -1.71463 0.15343 -0.3 -0.8 0.3 -0.231
C 1.41988 0.61642 -0.38160 0.8 -2.0 1.4 0.322
C 0.97619 -0.56614 0.34646 1.1 0.4 -1.9 0.206
C 0.71615 1.79160 0.06563 -1.5 1.2 2.6 -0.734
C -0.48551 1.27011 0.90576 -0.8 -0.9 -2.7 -0.107
C -0.24672 -0.21390 1.11341 -0.7 0.4 -0.2 0.550
N -1.12029 -0.83026 1.81741 0.2 -1.5 -0.4 -0.931
O -4.98010 -0.35699 -1.32018 -0.2 -0.1 -0.1 -0.502
O -3.40215 1.15171 -0.12324 -0.3 0.0 1.3 -0.527
O -3.38274 -1.28275 0.27251 -0.2 0.6 0.2 -0.532
S -4.49299 -0.08749 0.00402 1.8 -0.5 -0.1 0.679
H 3.90521 -0.63210 -2.19856 2.3 -0.1 -1.7 0.491
H 3.46295 -2.64703 -0.66950 -0.2 0.0 -0.7 0.345
H 3.11752 1.45133 -1.52632 -0.9 0.2 0.1 0.352
H 1.50204 -2.68050 0.64980 0.1 0.9 -0.1 0.287
H 1.35826 2.32137 0.79029 0.0 0.3 -0.6 0.197
H 0.31831 2.44804 -0.66865 0.2 0.7 -0.9 0.381
H -0.62938 1.68450 1.83610 0.1 1.3 2.2 0.487
H -1.51934 1.45420 0.42645 1.9 -0.6 0.5 -0.170
H -1.02632 -1.86703 1.86588 0.6 0.9 0.0 0.224
H -2.61761 -1.11315 0.92819 -1.2 0.6 -0.6 0.471
H -3.22503 1.61029 -0.94314 -0.5 -0.3 -0.9 0.325
```
Positions in Å, forces in eV/Å.

## Properties
Highest occupied orbital energy (eV): -9.424
Orbital gap (eV): 9.25
Total energy (Eh): -1028.15578
ΔE to the lowest compared entry with this formula, charge and spin (kJ/mol): 227.1